{
  "formula": "C7H20NP",
  "method": "ωB97M-V/def2-TZVPD",
  "homo_ev": -8.58,
  "smiles": "CCCN[PH3]CC(C)C",
  "species": ["C", "C", "C", "N", "P", "C", "C", "C", "C", "H", "H", "H", "H", "H", "H", "H", "H", "H", "H", "H", "H", "H", "H", "H", "H", "H", "H", "H", "H"],
  "coordinates": [[-2.52265, 3.61255, 1.03152], [-2.36833, 2.86462, -0.29593], [-1.86783, 1.43427, -0.10734], [-1.43887, 0.80702, -1.34887], [-0.11738, -0.38352, -1.16580], [1.34116, -1.56905, -1.04690], [1.79164, -1.77286, 0.40524], [1.43090, -3.16429, 0.92205], [3.27628, -1.48043, 0.58981], [-3.37120, 4.29785, 1.01980], [-1.63208, 4.19802, 1.26742], [-2.68245, 2.92126, 1.86279], [-1.66051, 3.37249, -0.95345], [-3.32255, 2.84437, -0.83021], [-1.01863, 1.45781, 0.59093], [-2.64843, 0.84548, 0.39847], [-2.22370, 0.34253, -1.79935], [-0.81066, -1.14077, -0.17935], [0.71050, 0.68828, -0.75518], [-0.31593, -0.69617, -2.53312], [2.14885, -1.12681, -1.64128], [1.06786, -2.51730, -1.52273], [1.24185, -1.04783, 1.02755], [1.72700, -3.93852, 0.20957], [0.35527, -3.26174, 1.08454], [1.93052, -3.37401, 1.87079], [3.58869, -1.62855, 1.62560], [3.88222, -2.13561, -0.04270], [3.50846, -0.44910, 0.31613]],
  "forces_ev_per_angstrom": [[0.0, 0.0, 0.0], [0.0, 0.0, 0.0], [-0.1, 0.1, 0.0], [0.1, -0.3, 0.1], [-0.1, 0.1, -0.3], [0.0, 0.1, 0.0], [0.0, 0.1, 0.0], [0.0, -0.1, 0.0], [0.1, 0.0, 0.0], [0.1, 0.0, 0.0], [0.0, -0.1, 0.0], [0.0, 0.0, 0.0], [0.0, 0.1, 0.0], [0.0, -0.1, 0.0], [0.0, 0.0, -0.1], [0.1, 0.0, 0.1], [0.0, 0.2, -0.1], [0.0, 0.1, 0.1], [0.0, 0.0, 0.3], [0.0, -0.1, -0.1], [0.0, -0.1, -0.1], [0.0, 0.0, 0.0], [0.1, 0.0, 0.1], [0.1, 0.0, 0.0], [0.0, 0.0, -0.1], [-0.1, 0.0, 0.0], [0.0, 0.0, 0.0], [0.0, 0.0, 0.0], [0.0, 0.0, 0.0]],
  "lowdin_charge": [-0.12, -0.27, -0.37, -0.32, 0.76, -0.40, -0.53, -0.09, -0.10, 0.06, 0.07, 0.07, 0.10, 0.10, 0.09, 0.11, 0.05, 0.03, 0.04, 0.02, 0.07, 0.07, 0.10, 0.08, 0.07, 0.07, 0.07, 0.08, 0.07]
}

{
  "formula": "C4H8O2",
  "method": "ωB97M-V/def2-TZVPD",
  "homo_ev": -9.75,
  "smiles": "C=C(C)OC=O.[H][H]",
  "species": ["C", "C", "C", "O", "C", "O", "H", "H", "H", "H", "H", "H", "H", "H"],
  "coordinates": [[-0.14546, 1.42850, 0.21248], [-0.27308, 0.00910, 0.66829], [-1.39833, -0.65792, 0.87880], [0.92945, -0.63771, 1.00939], [1.89181, -0.77172, 0.08415], [1.84565, -0.41384, -1.06274], [-1.13598, 1.84202, 0.00950], [0.33829, 2.03473, 0.98696], [0.45637, 1.48980, -0.69738], [-0.39353, -0.56373, -2.20554], [-1.39224, -1.68374, 1.23047], [-1.11967, -0.61613, -2.35558], [-2.35455, -0.18034, 0.69634], [2.75128, -1.27902, 0.54486]],
  "forces_ev_per_angstrom": [[0.0, 0.0, 0.0], [-0.4, 0.0, 0.0], [0.1, 0.1, 0.0], [0.1, 0.0, 0.0], [0.1, 0.1, -0.4], [0.0, -0.2, 0.6], [0.1, -0.1, 0.1], [0.0, -0.1, -0.1], [-0.1, 0.0, 0.1], [-0.1, 0.0, -0.1], [0.0, 0.1, 0.0], [0.0, 0.0, -0.1], [0.2, 0.0, 0.0], [-0.1, 0.1, 0.0]],
  "lowdin_charge": [-0.04, -0.40, 0.08, 0.02, -0.32, 0.05, 0.09, 0.09, 0.07, 0.03, 0.08, 0.05, 0.07, 0.15]
}

{
  "formula": "C34H79O14P",
  "method": "ωB97M-V/def2-TZVPD",
  "homo_ev": -9.72,
  "smiles": "O=C1C=CC(=O)C(CP(=O)(O)O)=C1.CC(C)O.CC(C)O.CC(C)O.CC(C)O.CC(C)O.CC(C)O.CC(C)O.CC(C)O.CC(C)O",
  "species": ["O", "C", "C", "C", "C", "O", "C", "C", "P", "O", "O", "O", "C", "H", "H", "H", "H", "H", "H", "H", "C", "C", "C", "O", "H", "H", "H", "H", "H", "H", "H", "H", "C", "C", "C", "O", "H", "H", "H", "H", "H", "H", "H", "H", "C", "C", "C", "O", "H", "H", "H", "H", "H", "H", "H", "H", "C", "C", "C", "O", "H", "H", "H", "H", "H", "H", "H", "H", "C", "C", "C", "O", "H", "H", "H", "H", "H", "H", "H", "H", "C", "C", "C", "O", "H", "H", "H", "H", "H", "H", "H", "H", "C", "C", "C", "O", "H", "H", "H", "H", "H", "H", "H", "H", "C", "C", "C", "O", "H", "H", "H", "H", "H", "H", "H", "H", "C", "C", "C", "O", "H", "H", "H", "H", "H", "H", "H", "H"],
  "coordinates": [[3.35324, -5.51148, 2.65493], [3.20760, -4.37479, 2.11716], [4.28252, -3.20308, 2.15538], [4.13854, -1.99179, 1.39821], [2.84776, -1.82678, 0.45710], [2.87773, -0.85973, -0.36446], [1.63227, -2.85228, 0.56874], [0.18331, -2.58811, -0.14458], [-1.26742, -3.01338, 1.00941], [-0.87642, -3.00100, 2.50686], [-1.89340, -4.54312, 0.60770], [-2.42349, -1.75159, 0.82510], [1.83999, -4.06346, 1.34639], [5.20227, -3.34452, 2.82672], [4.92410, -1.16940, 1.48243], [0.11196, -3.13274, -1.16247], [0.16467, -1.46258, -0.41616], [-1.17654, -5.18390, 0.39614], [-2.11359, -1.07572, 1.47958], [0.98428, -4.80712, 1.45829], [0.32530, -6.69302, -3.54115], [1.35980, -5.58197, -3.45718], [2.65417, -5.97932, -4.14908], [1.62333, -5.28177, -2.08797], [0.68601, -7.60080, -3.04614], [-0.59614, -6.39908, -3.03062], [0.08744, -6.93351, -4.58046], [0.96166, -4.67259, -3.91655], [3.09502, -6.86270, -3.67538], [3.39304, -5.17698, -4.07138], [2.48547, -6.19838, -5.20659], [1.97626, -6.07850, -1.66850], [-5.34252, 1.84229, 1.31276], [-4.57166, 1.00302, 2.31886], [-5.44153, 0.62693, 3.50826], [-3.43519, 1.73482, 2.77473], [-5.68424, 2.77762, 1.76472], [-4.70217, 2.11474, 0.46951], [-6.21251, 1.30068, 0.93079], [-4.20098, 0.09537, 1.83341], [-5.78698, 1.52109, 4.03702], [-4.87110, 0.03345, 4.22895], [-6.31425, 0.04923, 3.19243], [-3.75209, 2.54044, 3.20684], [-3.57152, 5.44843, -0.77162], [-4.87954, 5.74607, -0.05593], [-5.01535, 7.22833, 0.25518], [-4.93642, 4.99928, 1.15810], [-2.71387, 5.72285, -0.14878], [-3.48208, 4.37820, -0.97864], [-3.50478, 5.99413, -1.71660], [-5.72008, 5.42238, -0.67635], [-4.20775, 7.56451, 0.91370], [-5.95429, 7.42615, 0.77965], [-4.99209, 7.82749, -0.65884], [-4.19652, 5.27815, 1.71466], [4.07415, 0.68179, -4.47415], [3.79942, 2.00175, -3.77717], [5.01215, 2.47590, -2.99176], [2.68932, 1.84836, -2.88993], [4.30840, -0.10209, -3.74635], [3.18933, 0.34931, -5.02395], [4.90945, 0.76824, -5.17418], [3.52252, 2.75783, -4.51735], [5.27972, 1.75370, -2.21347], [4.79634, 3.42090, -2.48578], [5.87582, 2.61890, -3.64662], [2.92231, 1.17918, -2.22823], [3.52569, 3.23722, 2.30037], [2.99319, 1.82328, 2.12826], [1.51787, 1.82759, 1.76019], [3.17643, 1.09624, 3.34208], [2.99800, 3.75786, 3.10618], [4.58386, 3.21814, 2.57592], [3.41455, 3.81592, 1.37960], [3.56419, 1.30773, 1.35062], [0.91958, 2.29913, 2.54670], [1.14645, 0.80481, 1.65120], [1.34650, 2.36391, 0.82309], [2.67475, 1.54432, 4.03645], [-2.99716, 2.87574, 7.94137], [-3.98613, 3.28433, 6.86107], [-5.41332, 2.94018, 7.25776], [-3.65911, 2.61921, 5.64263], [-3.02864, 1.79456, 8.11086], [-1.97512, 3.11870, 7.63798], [-3.21158, 3.38323, 8.88557], [-3.90528, 4.35926, 6.67641], [-5.52850, 1.86111, 7.40358], [-6.11180, 3.22889, 6.46748], [-5.70031, 3.44943, 8.18150], [-3.72770, 1.66678, 5.79559], [5.05039, -8.32961, 2.76071], [5.82373, -9.15619, 3.77598], [4.95336, -9.52552, 4.96696], [6.95560, -8.41524, 4.22755], [4.70298, -7.39179, 3.20360], [5.69111, -8.06173, 1.91574], [4.18393, -8.87861, 2.38230], [6.19986, -10.06609, 3.29971], [4.60235, -8.62823, 5.48700], [5.52485, -10.10930, 5.69383], [4.08393, -10.11003, 4.65471], [6.63299, -7.60811, 4.65066], [-2.73087, 5.58884, -5.38331], [-2.71349, 7.05631, -4.98482], [-2.06467, 7.91417, -6.05976], [-1.99705, 7.20693, -3.76100], [-1.71309, 5.20981, -5.52209], [-3.18957, 4.98283, -4.59703], [-3.28881, 5.43804, -6.31123], [-3.73608, 7.40108, -4.80721], [-1.02382, 7.61553, -6.22200], [-2.04868, 8.96416, -5.75525], [-2.60252, 7.83303, -7.00800], [-1.09042, 6.90457, -3.90700], [0.87779, -1.69987, -5.88558], [-0.43014, -1.39879, -5.17563], [-0.56089, 0.08147, -4.85239], [-0.49107, -2.15003, -3.96956], [1.73120, -1.43413, -5.25341], [0.96534, -2.76824, -6.10326], [0.95228, -1.14598, -6.82511], [-1.26967, -1.71252, -5.80230], [0.24578, 0.40919, -4.18794], [-1.50090, 0.27865, -4.32981], [-0.53188, 0.68819, -5.76135], [0.24958, -1.87460, -3.41150]],
  "forces_ev_per_angstrom": [[-0.2, 4.4, -1.8], [-0.6, -1.5, 0.3], [-0.4, 2.0, -1.3], [-1.1, -3.6, 1.5], [0.8, 2.1, -1.3], [-0.7, -3.4, 2.7], [0.4, -3.0, 1.9], [1.6, 0.7, -0.7], [0.2, 0.5, 4.2], [-0.7, -0.1, -4.1], [0.9, 2.5, -0.3], [2.0, -2.2, -0.2], [0.3, 3.2, -1.5], [-1.6, 0.1, -1.1], [-1.5, -1.2, -0.4], [0.2, 0.6, 1.7], [-0.3, -1.8, 0.6], [-0.5, 0.8, 0.1], [-0.3, -0.8, -0.4], [1.5, 1.0, 0.0], [-0.3, 0.1, 0.0], [0.2, -0.6, -0.1], [0.2, 0.2, -0.1], [-0.1, 0.3, 0.3], [0.1, 0.0, -0.1], [0.1, 0.0, -0.1], [0.0, 0.0, 0.1], [0.0, 0.0, 0.2], [-0.1, 0.0, 0.0], [-0.1, 0.0, -0.1], [0.0, 0.0, 0.1], [0.0, 0.1, -0.1], [-0.1, -0.1, -0.2], [-0.4, 0.5, 0.2], [0.0, -0.2, 0.1], [0.3, -0.2, -0.2], [0.0, -0.1, 0.0], [-0.1, -0.1, 0.1], [0.0, 0.0, 0.0], [0.1, 0.1, 0.1], [0.0, 0.0, -0.2], [0.0, -0.1, -0.1], [0.0, 0.0, 0.1], [0.1, -0.2, 0.1], [0.0, -0.2, -0.3], [0.6, 0.3, 0.2], [-0.3, 0.2, 0.0], [-0.2, -0.1, 0.1], [-0.1, 0.1, 0.0], [-0.1, 0.1, 0.0], [0.1, 0.0, 0.1], [0.0, -0.1, 0.2], [0.1, -0.1, -0.1], [0.0, 0.0, -0.1], [0.0, 0.0, 0.1], [-0.1, 0.0, -0.2], [-0.1, -0.1, -0.3], [0.2, -0.4, 0.5], [0.1, 0.3, 0.0], [-0.2, 0.1, -0.1], [0.1, 0.1, 0.0], [0.1, 0.1, 0.0], [0.0, 0.0, 0.0], [-0.2, 0.0, 0.2], [0.0, -0.1, -0.1], [0.0, 0.0, -0.1], [0.0, 0.0, 0.1], [0.0, 0.1, -0.1], [0.3, 0.1, -0.1], [-0.5, 0.5, 0.3], [-0.1, -0.2, -0.2], [0.2, -0.3, 0.0], [-0.1, 0.0, -0.1], [-0.1, 0.0, -0.1], [0.0, 0.0, 0.1], [0.0, -0.1, 0.2], [0.1, 0.1, 0.0], [0.1, 0.1, 0.0], [0.0, 0.0, 0.1], [0.1, -0.1, -0.2], [0.3, 0.2, 0.1], [-0.1, -0.6, 0.3], [-0.2, 0.2, -0.1], [0.0, 0.3, -0.2], [-0.1, 0.1, 0.0], [-0.1, 0.0, 0.0], [0.0, -0.1, 0.0], [0.0, -0.1, -0.2], [0.1, 0.0, 0.1], [0.1, 0.0, 0.1], [0.0, -0.1, 0.0], [0.1, 0.2, -0.1], [0.1, 0.0, -0.2], [-0.4, 0.5, 0.2], [0.0, -0.3, 0.2], [0.3, -0.1, 0.0], [-0.1, -0.2, 0.0], [0.0, -0.1, 0.1], [0.0, 0.1, 0.0], [0.2, 0.1, 0.1], [0.0, 0.0, -0.2], [0.0, 0.0, -0.1], [0.0, 0.1, 0.1], [0.0, -0.2, -0.1], [-0.2, -0.2, 0.1], [0.6, -0.3, -0.3], [-0.1, 0.3, -0.1], [-0.2, 0.1, 0.2], [0.0, 0.1, -0.1], [0.0, 0.1, -0.1], [0.1, 0.0, 0.0], [0.1, 0.0, 0.2], [-0.1, -0.1, 0.0], [-0.1, -0.1, 0.0], [0.1, 0.0, 0.0], [-0.2, 0.0, 0.0], [0.1, -0.2, -0.3], [0.5, 0.4, 0.1], [-0.2, 0.1, 0.0], [-0.2, -0.4, 0.3], [-0.1, 0.1, 0.0], [-0.1, 0.1, 0.0], [0.1, 0.0, 0.1], [0.0, -0.1, 0.2], [0.1, 0.0, -0.1], [0.0, -0.1, -0.1], [0.0, 0.0, 0.1], [-0.1, 0.0, -0.2]],
  "lowdin_charge": [0.02, -0.27, 0.02, 0.04, -0.25, 0.01, -0.10, -0.16, 0.66, -0.35, -0.17, -0.20, 0.06, 0.12, 0.13, 0.09, 0.11, 0.07, 0.07, 0.11, -0.06, -0.50, -0.06, -0.07, 0.08, 0.08, 0.08, 0.12, 0.08, 0.08, 0.08, 0.09, -0.06, -0.49, -0.06, -0.06, 0.07, 0.08, 0.08, 0.12, 0.07, 0.08, 0.08, 0.07, -0.06, -0.49, -0.06, -0.07, 0.09, 0.08, 0.07, 0.14, 0.08, 0.08, 0.08, 0.09, -0.06, -0.50, -0.06, -0.07, 0.08, 0.06, 0.08, 0.14, 0.08, 0.08, 0.08, 0.07, -0.06, -0.51, -0.06, -0.06, 0.08, 0.08, 0.08, 0.12, 0.08, 0.07, 0.08, 0.09, -0.06, -0.49, -0.06, -0.07, 0.08, 0.08, 0.08, 0.14, 0.08, 0.08, 0.08, 0.08, -0.07, -0.50, -0.07, -0.06, 0.05, 0.08, 0.08, 0.14, 0.08, 0.08, 0.08, 0.09, -0.07, -0.50, -0.07, -0.06, 0.08, 0.08, 0.08, 0.14, 0.08, 0.08, 0.08, 0.09, -0.06, -0.50, -0.06, -0.07, 0.06, 0.08, 0.08, 0.14, 0.07, 0.08, 0.08, 0.08]
}

{
  "formula": "C2H9N3O",
  "method": "ωB97M-V/def2-TZVPD",
  "homo_ev": -9.21,
  "smiles": "[H]/N=C(\\N)NC.O",
  "species": ["C", "N", "C", "N", "N", "H", "H", "H", "H", "H", "H", "H", "H", "H", "O"],
  "coordinates": [[0.04206, -1.79704, -1.93807], [0.75469, -0.60477, -1.37425], [0.00247, 0.35503, -0.63185], [0.93808, 1.16662, 0.05961], [-1.23619, 0.09390, -0.43121], [-0.82145, -1.50253, -2.56307], [0.60394, -2.44478, -2.66474], [-0.26263, -2.39583, -1.09037], [1.51528, -0.02709, -1.95245], [1.83976, 0.83640, 0.28523], [0.62818, 1.78878, 0.82937], [-1.61842, 0.36184, 0.52680], [0.06853, 0.53780, 4.09081], [-0.28734, 0.64037, 2.53798], [-0.64112, 0.78336, 3.45510]],
  "forces_ev_per_angstrom": [[0.2, 0.8, -1.3], [1.6, 2.4, -2.3], [1.2, -3.0, 1.6], [-2.0, 1.8, 0.8], [-0.2, 0.7, 1.6], [0.1, 0.0, 0.7], [0.4, 0.9, 1.1], [-0.3, -0.1, 0.0], [-2.2, -2.4, 1.2], [0.8, -0.9, -0.3], [-0.2, -0.6, -1.2], [0.7, 0.3, -1.9], [-0.7, 0.2, -0.9], [-0.3, 0.0, 1.5], [1.0, -0.3, -0.6]],
  "lowdin_charge": [-0.12, -0.07, -0.57, 0.09, 0.09, 0.07, 0.08, 0.07, 0.17, 0.06, 0.09, 0.06, 0.05, 0.02, -0.09]
}